{
  "formula": "C5H7NO",
  "method": "ωB97M-V/def2-TZVPD",
  "mol_weight_da": 97.12,
  "energy_ha": -324.6404,
  "max_force_ev_per_a": 0.6,
  "charge": 0,
  "homo_ev": -9.36,
  "smiles": "C[C@]12N[C@H]1CC2=O",
  "symbols": ["C", "C", "N", "C", "C", "C", "O", "H", "H", "H", "H", "H", "H", "H"],
  "coordinates": [[-1.83348, 0.12991, 0.05928], [-0.41814, -0.35828, 0.11658], [0.28960, -1.24852, 1.03754], [0.72827, 0.13008, 0.94652], [1.53410, 0.50094, -0.30529], [0.44016, -0.21160, -1.11355], [0.25198, -0.46774, -2.27208], [-1.81163, 0.93634, -0.68647], [-2.16603, 0.56534, 1.00341], [-2.55365, -0.60906, -0.29637], [0.91178, -1.91420, 0.57720], [0.66275, 0.71323, 1.85926], [2.58928, 0.25937, -0.43719], [1.37499, 1.57420, -0.48884]]
}

{
  "formula": "C6H12N2O2",
  "method": "ωB97M-V/def2-TZVPD",
  "mol_weight_da": 144.17,
  "energy_ha": -495.6820,
  "max_force_ev_per_a": 5.8,
  "charge": 0,
  "homo_ev": -9.57,
  "symbols": ["C", "C", "O", "C", "C", "N", "C", "C", "N", "H", "H", "H", "H", "H", "H", "H", "H", "H", "H", "O", "H", "H"],
  "coordinates": [[-3.01905, -0.09667, -0.46218], [-1.64050, 0.44783, -0.11514], [-1.71716, 1.56444, 0.75979], [-0.76914, -0.63979, 0.47866], [0.03820, -1.53459, -0.38991], [0.68092, -0.56218, 0.47932], [1.35121, 0.56562, -0.12574], [2.83459, 0.29079, -0.24469], [3.52513, -0.16452, 0.77437], [-3.64688, 0.69806, -0.88652], [-2.93487, -0.90969, -1.19621], [-3.51625, -0.49437, 0.43558], [-1.17452, 0.83816, -1.03026], [-2.18882, 1.30870, 1.55907], [-1.17986, -1.06005, 1.40451], [0.17343, -2.58581, -0.12956], [0.03297, -1.31800, -1.46344], [1.00875, 0.82364, -1.14306], [1.20030, 1.45267, 0.50782], [3.54376, 1.28653, -0.70932], [3.01234, -0.89529, 1.26361], [4.38546, 0.98451, 0.23333]]
}

{
  "formula": "C18H18ClN3O5",
  "method": "ωB97M-V/def2-TZVPD",
  "mol_weight_da": 391.81,
  "energy_ha": -1697.2695,
  "max_force_ev_per_a": 1.1,
  "charge": 0,
  "homo_ev": -8.41,
  "smiles": "COc1ccc(OCc2cc(C(=O)N(C)[C@@H](C)c3ccon3)no2)c(Cl)c1",
  "symbols": ["C", "O", "C", "C", "C", "C", "O", "C", "C", "C", "C", "C", "O", "N", "C", "C", "C", "C", "C", "C", "O", "N", "N", "O", "C", "Cl", "C", "H", "H", "H", "H", "H", "H", "H", "H", "H", "H", "H", "H", "H", "H", "H", "H", "H", "H"],
  "coordinates": [[-6.49666, -2.60293, -5.63548], [-5.17030, -3.01785, -5.41085], [-4.43583, -2.36173, -4.47375], [-4.88267, -1.29879, -3.70229], [-4.04235, -0.70278, -2.77123], [-2.74389, -1.14914, -2.58852], [-1.83975, -0.63711, -1.70354], [-2.22600, 0.45375, -0.90871], [-1.05542, 0.83573, -0.06899], [0.27407, 0.55458, -0.16543], [0.84117, 1.22687, 0.95204], [2.30077, 1.27205, 1.22408], [3.07811, 1.02386, 0.31410], [2.71191, 1.59411, 2.46787], [1.84531, 1.83111, 3.59641], [4.15064, 1.71212, 2.69514], [4.51865, 3.08147, 3.26199], [4.60233, 0.59860, 3.58739], [5.20014, -0.62796, 3.19552], [5.36768, -1.28937, 4.37301], [4.91422, -0.53923, 5.38063], [4.44084, 0.62484, 4.88670], [-0.09346, 1.85062, 1.62679], [-1.26949, 1.61499, 1.00681], [-2.30231, -2.22395, -3.37293], [-0.69199, -2.79237, -3.15863], [-3.12781, -2.82120, -4.29776], [-6.88155, -3.25971, -6.41371], [-7.10977, -2.71147, -4.73514], [-6.54006, -1.56602, -5.98359], [-5.88415, -0.91440, -3.80657], [-4.42658, 0.11981, -2.18953], [-3.07168, 0.19542, -0.25365], [-2.52184, 1.31116, -1.53476], [0.78428, -0.03255, -0.89689], [2.40734, 1.62707, 4.50755], [1.48790, 2.86201, 3.60744], [0.97894, 1.17509, 3.55645], [4.61479, 1.57844, 1.71143], [5.60043, 3.18415, 3.28080], [4.10414, 3.86460, 2.63242], [4.14524, 3.19305, 4.27511], [5.44813, -0.94201, 2.20463], [5.77460, -2.24860, 4.62301], [-2.77801, -3.64633, -4.89538]]
}

{
  "formula": "CH3Cl2FSi",
  "method": "ωB97M-V/def2-TZVPD",
  "mol_weight_da": 133.03,
  "energy_ha": -1349.7157,
  "max_force_ev_per_a": 3.8,
  "charge": 0,
  "homo_ev": -11.19,
  "smiles": "FC[SiH](Cl)Cl",
  "symbols": ["F", "C", "Si", "Cl", "Cl", "H", "H", "H"],
  "coordinates": [[-1.52934, 1.20659, -0.08644], [-0.94114, -0.02069, -0.30235], [0.80635, -0.03205, 0.40560], [1.85376, 1.65058, -0.10833], [1.53716, -1.85841, -0.13375], [-1.72920, -0.69447, -0.18685], [-0.94435, -0.08183, -1.46662], [0.94676, -0.16971, 1.87873]]
}

{
  "formula": "CH2ClNO2S",
  "method": "ωB97M-V/def2-TZVPD",
  "mol_weight_da": 127.55,
  "energy_ha": -1102.8664,
  "max_force_ev_per_a": 3.4,
  "charge": 0,
  "homo_ev": -10.80,
  "symbols": ["C", "N", "O", "O", "S", "Cl", "H", "H"],
  "coordinates": [[1.30037, -0.40288, 0.86955], [1.19079, -1.14662, 0.01548], [-1.46042, -2.24622, 0.00553], [-1.06816, -0.37029, -1.46906], [-0.68179, -1.72416, -1.05857], [-0.40224, 3.20250, 0.53811], [1.69536, 0.05843, 1.73660], [-0.57390, 2.62926, -0.63764]]
}